Formula: C4H15NO3
Source: OMol25
Level of theory: ωB97M-V/def2-TZVPD

Highest occupied orbital energy (eV): -10.1
Structure (SMILES): C[C@H](O)CCN.O.O
LUMO (eV): 0.638
Total charge: 0
Orbital gap (eV): 10.76
Energy relative to the best compared isomer or geometry (same formula, charge and spin) (kcal/mol): 22.49

Last column: Mulliken charge in e.
Element x y z (Å)
C: -1.1804 -0.9825 -1.7448  -1.194
C: -0.7424 0.1399 -0.7581  0.631
O: -0.1320 1.2074 -1.5083  -0.647
C: 0.3032 -0.3220 0.2024  -1.163
C: 0.9892 0.7537 1.1701  -0.651
N: 0.4401 0.3501 2.5111  -0.617
H: -0.7663 -0.8871 -2.7400  0.290
H: -2.2712 -1.0174 -1.7321  0.316
H: -0.8188 -1.9162 -1.3058  0.342
H: -1.5923 0.4575 -0.1514  0.299
H: -0.7933 1.8490 -1.7975  0.312
H: -0.0202 -1.1731 0.8029  0.422
H: 1.1456 -0.8781 -0.2605  0.450
H: 2.0397 0.4779 1.1480  0.308
H: 0.7280 1.7635 0.9008  0.363
H: -0.5551 0.5582 2.4486  0.226
H: 0.7584 0.9908 3.2373  0.218
O: 0.6477 1.8617 -4.1842  -0.663
H: 1.6224 1.8322 -4.1167  0.305
H: 0.3938 1.4309 -3.3374  0.428
O: -0.4712 -2.2330 3.8677  -0.668
H: -0.0769 -1.5768 3.2614  0.373
H: 0.3521 -2.6866 4.0864  0.323